Here is a structure of composition C31H37N5Tl from OMol25. Energies are from the ωB97M-V functional and the def2-TZVPD basis.

Structure (ORCA input):
```
! wB97M-V def2-TZVPD RIJCOSX def2/J DEFGRID3
* xyz -1 1
Tl 0.65022 0.94895 0.63323
N 3.05515 1.92642 1.10760
N 2.21097 -0.30966 -1.31609
C -2.16924 1.74562 -0.43344
C -1.30451 2.42830 -1.33888
C -0.53769 3.36704 -0.59678
C 0.64897 4.10388 -1.08764
H 0.93329 3.78626 -2.09719
H 1.53464 3.97858 -0.44710
H 0.42775 5.17934 -1.13649
C -0.93157 3.26718 0.77468
C -0.17255 3.83598 1.91658
H -0.57248 4.79861 2.25862
H 0.87498 4.00419 1.64112
H -0.17924 3.15717 2.77927
C -1.98033 2.30460 0.85894
C -2.55490 1.77427 2.11739
H -1.85666 1.89170 2.95513
H -2.81097 0.71275 2.01604
H -3.48272 2.29295 2.39954
C -1.00625 2.06717 -2.74308
H -1.04274 2.96084 -3.38314
H -1.71664 1.33662 -3.14622
H 0.00525 1.63754 -2.85294
C -2.90039 0.48026 -0.70033
H -2.61125 -0.30716 0.01399
H -2.68211 0.09386 -1.70130
H -3.99124 0.59812 -0.62384
C 3.80162 2.25487 2.17651
H 3.34467 2.90477 2.92722
C 5.12861 1.82008 2.30786
H 5.68470 2.11667 3.19392
C 5.69538 1.04132 1.29545
H 6.71774 0.68679 1.37670
C 4.93926 0.72809 0.16727
H 5.31787 0.12839 -0.65608
C 3.60141 1.21215 0.08536
C 2.69914 0.96396 -1.00987
H 2.30650 1.78538 -1.62269
C 0.89422 -0.63211 -1.05043
C 2.82564 -1.34507 -2.01142
H 3.84659 -1.27917 -2.32385
C 1.91813 -2.31030 -2.16021
H 2.01246 -3.26295 -2.60597
N 0.71638 -1.87901 -1.56259
C -0.56911 -2.56013 -1.61733
C -1.42603 -2.35121 -2.70977
C -2.69076 -2.95094 -2.72394
H -3.34184 -2.77886 -3.57911
C -3.13861 -3.74253 -1.66573
C -4.47614 -4.42924 -1.71661
H -5.20918 -3.97405 -1.03247
H -4.36790 -5.48325 -1.42687
H -4.88471 -4.39555 -2.73342
C -2.31407 -3.87176 -0.54866
H -2.67345 -4.42002 0.32286
C -1.03673 -3.29852 -0.51585
C -0.19693 -3.44405 0.70388
H 0.73258 -3.99522 0.51449
H -0.76910 -3.99193 1.46212
H 0.05767 -2.46199 1.11874
C -1.03464 -1.48950 -3.86157
H -0.56746 -2.07323 -4.66743
H -0.34778 -0.69313 -3.56348
H -1.94481 -1.03193 -4.27184
N -0.23041 -1.25196 4.47873
C 0.80205 -0.40312 4.85732
C 1.20891 0.23790 3.73583
N 0.47506 -0.25249 2.64594
C -0.42043 -1.12710 3.12786
H -0.72761 -1.88491 5.08935
H 1.12102 -0.29827 5.88418
H 1.90870 1.06732 3.67091
H -1.22633 -1.64560 2.62705
*
```

Calculated values
Relative energy (zero: lowest compared OMol25 entry of this formula, charge and spin) (eV): 1.290
DFT total energy (a.u.): -1649.5943
E_HOMO (eV): -1.7
Maximum force (eV/Å): 3.623